Here is C28H63BrFGaNO2PS as an isolated structure at a distorted geometry from the OMol25 dataset. Energies are from ωB97M-V/def2-TZVPD.

The calculation puts the LUMO energy at -0.6 eV. The HOMO energy comes out at -6.051 eV. The orbital gap comes out at 5.45 eV.

```
! RIJCOSX wB97M-V def2-TZVPD def2/J DEFGRID3
* xyz 0 1
C 3.46933 2.32318 0.42049
C 4.77230 1.77537 1.12946
C 5.29430 0.46272 0.43128
C 6.75187 0.55046 -0.13698
C 7.14958 1.95045 -0.70834
C 6.20645 2.49293 -1.83558
C 5.93264 1.45998 -2.98869
C 5.69138 2.21227 -4.35604
C 4.71829 3.43463 -4.28893
C 3.23356 3.06340 -3.86652
C 2.48722 4.26958 -3.15969
C 1.34375 3.75491 -2.19711
C -0.10670 4.21604 -2.63232
C -0.78807 3.04948 -3.47777
C -2.19798 2.61042 -2.89625
Ga -2.11531 0.89795 -1.73668
C -3.86678 0.76710 -0.59965
C -3.90451 1.81839 0.54807
F -3.43880 3.07454 0.10563
C -1.97815 -0.81802 -2.87622
C -1.07526 -0.63596 -4.15841
C 0.39801 -1.14929 -3.92714
S 1.35233 -1.08337 -5.51383
P -0.34184 1.10720 -0.18331
O -0.48815 2.55257 0.71224
Br -0.72888 -0.55336 1.37722
H 2.76709 2.62605 1.23755
H 3.65147 3.23700 -0.17997
H 2.93363 1.53175 -0.14813
H 4.43196 1.47276 2.15283
H 5.54056 2.55844 1.28383
H 5.30392 -0.34807 1.20512
H 4.54412 0.12609 -0.32378
H 7.50023 0.15615 0.59285
H 6.80409 -0.16366 -1.00119
H 8.18110 1.84017 -1.13225
H 7.25941 2.68009 0.13031
H 6.73895 3.36065 -2.30436
H 5.23822 2.88978 -1.46596
H 6.82750 0.80175 -3.12513
H 5.06229 0.83347 -2.69671
H 5.31702 1.47279 -5.10850
H 6.66907 2.58207 -4.75692
H 5.06501 4.24334 -3.60388
H 4.61792 3.91346 -5.29572
H 2.60954 2.81130 -4.75667
H 3.20224 2.16695 -3.20171
H 2.04397 4.95126 -3.92693
H 3.20153 4.88556 -2.55904
H 1.42647 2.64394 -2.11858
H 1.51331 4.14804 -1.16310
H -0.05005 5.14824 -3.23381
H -0.69718 4.36490 -1.69826
H -0.92294 3.45312 -4.51057
H -0.11579 2.16470 -3.56143
H -2.63939 3.46101 -2.32262
H -2.85500 2.36576 -3.77437
H -4.71728 0.86259 -1.31092
H -3.84343 -0.25410 -0.13245
H -4.92395 1.99999 0.95561
H -3.25444 1.49629 1.39916
H -1.65857 -1.71120 -2.27847
H -3.01860 -1.04676 -3.22028
H -1.05847 0.42027 -4.50226
H -1.46421 -1.23164 -5.02569
H 0.41286 -2.19808 -3.56134
H 0.92956 -0.51107 -3.18709
H 0.57257 -1.71315 -6.46773
H -0.15065 2.43416 1.60490
C -2.86109 -4.91050 2.66463
C -2.91175 -4.11505 3.95468
N -4.03922 -3.09514 4.02823
C -3.80514 -2.06906 2.93608
C -3.93869 -2.30253 5.32369
C -4.14902 -3.07019 6.61869
C -5.42915 -3.67245 3.77467
C -5.88775 -4.84374 4.63766
O -5.05319 -5.97242 4.46479
C -4.87678 -6.76041 5.63648
H -2.67785 -4.27837 1.79492
H -2.03225 -5.61762 2.72214
H -3.76409 -5.48978 2.48328
H -1.98403 -3.54941 4.06676
H -2.99361 -4.77454 4.81205
H -2.80844 -1.65767 3.06119
H -4.55612 -1.28682 3.03416
H -3.90388 -2.54948 1.96700
H -4.66542 -1.49267 5.25791
H -2.93974 -1.86472 5.32914
H -5.20734 -3.17248 6.85305
H -3.72302 -2.49472 7.44252
H -3.67653 -4.05078 6.63308
H -5.43585 -3.97664 2.72873
H -6.12407 -2.83901 3.89099
H -6.89332 -5.12225 4.30139
H -5.98593 -4.56391 5.68395
H -5.64219 -6.57446 6.39216
H -3.89192 -6.55159 6.06476
H -4.90883 -7.81125 5.35001
*
```